# C38H54ClF6NO8P3S2SiTi

A structure of composition C38H54ClF6NO8P3S2SiTi at a distorted geometry (wB97M-V/def2-TZVPD, the OMol25 dataset).

Summary:
<S²> = 2.005
2S+1 = 3
HOMO level (spin up / spin down) = -4.19 / -4.49 eV
electronic energy = -167510.84753 eV
energy relative to the best compared isomer or geometry (same formula, charge and spin) = 4.4 kcal per mole
net charge = -1

CARTESIAN COORDINATES (ANGSTROEM)
Ti 11.39 8.81 11.39
C 15.04 9.80 15.39
C 15.16 8.90 14.16
C 14.54 7.52 14.26
P 14.45 9.74 12.72
C 15.96 9.41 11.38
C 17.25 9.00 12.13
C 15.82 8.43 10.12
C 14.09 11.55 12.93
C 15.29 12.20 12.90
C 15.40 13.54 13.20
C 14.27 14.18 13.63
C 13.02 13.61 13.48
C 12.85 12.26 13.10
Si 11.26 11.28 12.55
C 10.78 10.51 14.32
C 11.54 10.84 15.48
C 11.33 10.30 16.72
C 10.38 9.30 16.87
C 9.61 8.92 15.72
C 9.74 9.54 14.52
P 8.57 9.06 13.19
C 7.94 7.34 13.47
C 7.81 6.51 12.18
C 6.74 7.15 14.41
C 7.07 10.17 13.32
C 5.92 9.73 12.44
C 6.68 10.55 14.75
C 10.03 12.72 12.45
C 9.69 13.32 13.66
C 8.65 14.18 13.74
C 8.01 14.62 12.58
C 8.42 14.14 11.35
C 9.35 13.06 11.25
P 9.92 12.12 9.70
C 11.13 13.45 9.02
C 12.36 13.58 10.01
C 10.45 14.85 8.98
C 8.36 12.31 8.74
C 7.23 11.56 9.52
C 8.59 11.68 7.37
H 15.14 9.23 16.32
H 14.01 10.16 15.36
H 15.77 10.68 15.40
H 16.18 8.80 13.97
H 13.49 7.62 14.48
H 15.02 6.88 15.04
H 14.53 7.02 13.31
H 16.07 10.38 10.90
H 17.10 8.01 12.69
H 17.75 9.75 12.76
H 17.88 8.79 11.30
H 15.97 7.34 10.32
H 16.66 8.79 9.54
H 14.92 8.61 9.52
H 16.16 11.68 12.49
H 16.38 13.95 13.30
H 14.45 15.17 14.04
H 12.13 14.30 13.60
H 12.32 11.60 15.35
H 11.90 10.62 17.59
H 10.19 8.75 17.77
H 8.89 8.11 15.82
H 8.86 6.88 13.88
H 6.99 6.94 11.65
H 7.55 5.49 12.50
H 8.72 6.51 11.62
H 5.83 6.87 13.87
H 6.46 8.02 15.01
H 7.02 6.29 15.07
H 7.58 11.07 12.87
H 5.47 8.83 12.84
H 6.36 9.47 11.43
H 5.24 10.55 12.30
H 6.59 9.68 15.40
H 5.75 11.16 14.67
H 7.48 11.19 15.19
H 10.24 13.15 14.62
H 8.37 14.53 14.70
H 7.23 15.37 12.62
H 7.98 14.60 10.47
H 11.47 13.05 8.04
H 12.03 14.02 10.88
H 13.25 14.10 9.67
H 12.69 12.54 10.31
H 10.27 15.14 9.99
H 9.48 14.80 8.49
H 11.07 15.64 8.58
H 8.05 13.34 8.65
H 7.69 10.61 9.82
H 6.36 11.41 8.89
H 6.97 12.04 10.45
H 8.96 10.63 7.51
H 9.33 12.16 6.74
H 7.61 11.72 6.85
O 10.60 8.67 9.54
Cl 11.67 6.04 13.12
O 10.92 7.03 12.07
O 9.32 9.23 11.86
O 13.21 8.74 12.29
F 15.38 12.08 6.83
C 16.06 12.35 7.93
F 17.41 12.19 7.78
F 15.87 13.65 8.31
S 11.70 9.25 8.72
O 12.69 9.51 9.80
O 11.26 10.42 7.95
N 12.25 8.09 7.73
S 12.96 6.67 8.08
O 12.70 6.07 9.35
O 14.35 6.61 7.64
C 12.14 5.63 6.68
F 12.55 4.35 6.91
F 10.82 5.67 6.62
F 12.64 5.96 5.45